# 1
{
  "formula": "C12H14IN2",
  "method": "ωB97M-V with the def2-TZVPD basis set",
  "homo_lumo_gap_ev": 1.33,
  "energy_ev": -23741.0329,
  "total_charge": 1,
  "species": ["I", "C", "N", "C", "C", "C", "C", "C", "C", "C", "C", "N", "C", "C", "C", "H", "H", "H", "H", "H", "H", "H", "H", "H", "H", "H", "H", "H", "H"],
  "coordinates": [[2.82926, 10.58856, 0.47450], [1.36381, 3.20075, -3.12928], [0.89382, 2.17538, -2.20358], [0.15207, 1.10751, -2.67489], [-0.13593, -0.00375, -1.87151], [0.19784, 0.11435, -0.52245], [0.89495, 1.29782, -0.08704], [1.33256, 2.30435, -0.91723], [-0.28925, -0.88876, 0.50784], [0.44667, -1.21742, 1.66985], [-0.10212, -2.26541, 2.56565], [-1.22235, -2.86666, 2.26611], [-1.95567, -2.49168, 1.20553], [-1.51112, -1.47183, 0.31291], [-1.62549, -4.02056, 3.07128], [0.65593, 3.73111, -3.76625], [2.09756, 2.64073, -3.70901], [1.89038, 4.00858, -2.62112], [-0.05464, 1.24984, -3.72532], [-0.80031, -0.67440, -2.39612], [1.26338, 1.27361, 0.92789], [1.97247, 3.16463, -0.78752], [1.45850, -0.85918, 1.78927], [0.36126, -2.69507, 3.44148], [-2.90469, -2.98772, 1.06513], [-2.02602, -1.31662, -0.62368], [-2.05668, -3.78295, 4.04376], [-0.75410, -4.67372, 3.11775], [-2.37196, -4.64146, 2.57594]],
  "forces_ev_per_a": [[0.0, -0.1, 0.0], [1.1, 0.0, -0.8], [-0.8, 0.3, 0.0], [1.4, 0.7, 1.1], [-0.5, 2.6, -1.5], [-0.2, 0.1, 1.5], [1.1, -1.1, 0.5], [-1.5, -1.8, -1.0], [2.0, 1.6, -0.2], [-1.6, -2.7, 1.5], [3.0, 3.2, -1.9], [-1.9, -0.4, -0.4], [0.0, 1.8, -2.0], [-1.3, -3.0, 1.1], [-0.2, -1.2, 0.0], [-0.5, -0.7, 0.1], [0.1, 0.6, -0.6], [0.0, -0.3, 0.3], [-0.4, -0.5, 0.0], [0.3, -0.8, 0.6], [-0.2, 0.3, 0.2], [-0.1, -0.2, 0.8], [-0.1, 0.0, 0.4], [0.6, 0.5, 0.0], [0.1, -0.1, 0.0], [-0.5, 0.1, 0.3], [0.5, 0.4, 0.0], [0.0, 0.1, 0.5], [-0.1, 0.4, -0.4]]
}

# 2
{
  "formula": "C12H14KO7S",
  "method": "ωB97M-V with the def2-TZVPD basis set",
  "homo_lumo_gap_ev": 3.69,
  "energy_ev": -54162.9080,
  "total_charge": -1,
  "species": ["K", "C", "C", "C", "O", "C", "C", "C", "O", "O", "O", "H", "H", "C", "S", "O", "C", "H", "H", "H", "H", "H", "H", "O", "C", "O", "C", "C", "C", "H", "H", "H", "H", "H", "H"],
  "coordinates": [[-0.64448, -1.61774, -0.67103], [-2.60817, 0.73699, 1.14138], [-3.37444, -0.52628, 0.82451], [-4.20479, -1.07206, 2.02064], [-4.74901, -2.18510, 1.88836], [-4.28855, -0.28199, 3.25395], [-3.70502, 0.93201, 3.40675], [-2.76902, 1.43652, 2.30835], [-2.01049, 2.51434, 2.43112], [-3.98962, 1.62419, 4.45478], [-3.28389, -1.07547, -0.28204], [-2.07626, 1.14755, 0.29585], [-4.94850, -0.73072, 3.98162], [-1.29555, -0.17936, -4.18690], [0.45721, 0.13393, -3.85611], [0.72227, -0.08624, -2.37033], [1.15045, -1.29519, -4.78751], [-1.58178, -1.14827, -3.77778], [-1.62925, -0.10578, -5.22195], [-1.90889, 0.55178, -3.66026], [0.86277, -1.35104, -5.83738], [0.73947, -2.21212, -4.36510], [2.22725, -1.12615, -4.79156], [1.80581, -1.17358, 0.73441], [2.57301, -0.30805, 0.96589], [3.19936, 0.32718, -0.01052], [4.31820, 0.98182, 0.56531], [4.08080, 1.07463, 2.06695], [3.00140, 0.08525, 2.35142], [4.54643, 1.92511, 0.06912], [5.19017, 0.35055, 0.39421], [3.75479, 2.08244, 2.32414], [4.97624, 0.79497, 2.62199], [2.13605, 0.56753, 2.80602], [3.32612, -0.79155, 2.91167]],
  "forces_ev_per_a": [[-0.4, 0.4, 0.6], [-2.2, -4.3, -2.1], [1.8, 3.7, 1.8], [-0.3, -0.1, 1.1], [0.2, 0.3, -0.2], [-0.4, -3.1, -3.1], [-0.8, 2.6, 2.8], [3.3, 4.1, 0.8], [-2.6, -2.7, 0.5], [1.2, -0.4, -1.9], [0.2, -1.0, -0.7], [0.3, 0.3, 0.0], [0.0, 0.3, 0.3], [-0.6, -0.2, 0.6], [0.2, 0.2, 0.2], [-0.5, -0.4, -1.8], [-0.5, 0.4, 0.0], [0.1, -0.2, -0.1], [0.7, -0.1, -0.2], [0.4, 0.2, 0.3], [-0.3, 0.7, 0.0], [0.7, -0.1, 0.4], [0.0, -0.6, 0.5], [-2.0, -1.7, -0.7], [0.0, -0.6, 0.8], [0.4, 0.9, -0.1], [1.4, 0.1, -0.1], [0.7, 0.9, 0.4], [-0.5, 0.3, -0.5], [-0.5, 0.0, 0.0], [0.1, -0.2, -0.2], [0.2, 0.0, 0.2], [0.1, 0.5, -0.1], [0.0, -0.4, 0.3], [-0.3, 0.1, -0.1]]
}

# 3
{
  "formula": "C12H14N2",
  "method": "ωB97M-V with the def2-TZVPD basis set",
  "homo_lumo_gap_ev": 9.73,
  "energy_ev": -15636.1591,
  "total_charge": 2,
  "species": ["C", "N", "C", "C", "C", "C", "C", "C", "N", "C", "C", "C", "C", "C", "H", "H", "H", "H", "H", "H", "H", "H", "H", "H", "H", "H", "H", "H"],
  "coordinates": [[4.82631, -0.75210, -0.94506], [3.39354, -0.52902, -0.64850], [2.46984, -0.98776, -1.51279], [1.13063, -0.79402, -1.27353], [0.72322, -0.09953, -0.13366], [-0.71887, 0.11888, 0.14855], [-1.59080, 0.50166, -0.87200], [-2.92008, 0.68842, -0.59330], [-3.39275, 0.52081, 0.65580], [-4.83019, 0.75329, 0.91069], [-2.57569, 0.16502, 1.65937], [-1.23659, -0.04370, 1.43015], [1.70255, 0.36034, 0.74438], [3.03006, 0.13617, 0.45967], [4.98809, -1.80779, -1.13449], [5.09653, -0.16451, -1.81581], [5.40975, -0.44140, -0.08798], [2.83244, -1.52087, -2.37796], [0.41532, -1.19345, -1.97567], [-1.25216, 0.64372, -1.88664], [-3.63843, 0.97214, -1.34687], [-5.05005, 0.48140, 1.93557], [-5.04797, 1.80406, 0.75184], [-5.41620, 0.13817, 0.23640], [-3.01432, 0.04407, 2.63688], [-0.61011, -0.33604, 2.25905], [1.45574, 0.87531, 1.66060], [3.82017, 0.46671, 1.11533]],
  "forces_ev_per_a": [[0.0, 0.0, 0.0], [-0.1, 0.1, 0.0], [0.0, 0.0, 0.2], [-0.1, 0.2, 0.0], [0.1, -0.1, 0.1], [-0.1, 0.1, -0.1], [0.1, -0.2, 0.0], [-0.1, 0.0, 0.2], [0.1, 0.0, 0.0], [-0.1, 0.0, 0.1], [0.0, 0.0, -0.2], [0.2, 0.1, -0.1], [-0.1, -0.1, 0.0], [0.0, -0.1, -0.1], [0.0, -0.1, 0.0], [0.1, 0.0, -0.1], [0.1, 0.0, 0.0], [0.1, 0.0, 0.0], [0.0, 0.0, -0.1], [0.0, 0.1, -0.1], [-0.1, 0.0, 0.0], [0.0, 0.0, 0.1], [0.0, 0.1, 0.0], [0.0, 0.0, -0.1], [-0.1, 0.0, 0.0], [0.0, -0.1, 0.0], [0.0, 0.1, 0.0], [0.1, 0.0, 0.0]]
}

Table of E_HOMO (eV), in record order: -7.47 -2.36 -17.90
Table of ΔE to the lowest compared entry with this formula, charge and spin (kcal per mole), in record order: 89.0 0.0 0.0
Table of LUMO level (eV), in record order: -6.13 1.33 -8.17